(1)
Density functional theory data (ωB97M-V/def2-TZVPD) for a cluster of 2 separate species, C2H10NO in total in a non-equilibrium geometry.

Atoms and positions in Å:
C 0.6865 -0.7101 1.4197
N -0.8145 -0.9463 1.3429
H -1.2024 -1.5907 2.0214
H -1.3252 -0.0584 1.3464
H -1.0531 -1.2648 0.3985
H 1.0399 -1.5180 2.0423
H 0.8644 0.2803 1.8285
H 1.2235 -0.5857 0.4832
C 0.4988 1.1273 -1.8127
O -0.8435 0.7908 -1.3360
H -1.4247 0.9223 -2.0708
H 0.9122 0.2627 -2.3347
H 0.3982 1.9919 -2.4374
H 1.0399 1.2987 -0.8912

Forces on atoms 1 to 2 (eV/Å):
-0.12 0.53 0.71
0.17 1.09 -2.05

Calculated values
- total charge = +1
- 2S+1 = 1
- LUMO level (hartree) = -0.13493
- HOMO energy (eV) = -14.49


(2)
Density functional theory data (ωB97M-V/def2-TZVPD) for a structure of composition C40H52F6N3P2STl.

Atoms and positions in Å:
Tl 0.0853 0.1245 -0.2877
C -0.5195 -0.8706 -5.8864
C 0.0588 -0.2377 -4.6220
C 1.5810 -0.3816 -4.5938
P -0.6534 -0.7610 -2.9900
C -1.1116 -2.5549 -3.0400
C -2.3969 -2.8910 -3.7906
C 0.0521 -3.4392 -3.4924
C -2.2450 0.0929 -2.8525
C -2.8105 0.8833 -3.8489
C -3.9915 1.5757 -3.6415
C -4.6129 1.4737 -2.4025
C -4.0653 0.7038 -1.3971
C -2.8682 -0.0128 -1.5855
N -2.2271 -0.7083 -0.5724
C -2.9936 -1.2861 0.4106
C -4.2474 -1.8712 0.0974
C -5.0682 -2.4151 1.0528
C -4.6904 -2.4207 2.3948
C -3.4471 -1.9223 2.7166
C -2.5737 -1.3853 1.7618
P -0.9183 -0.8388 2.2649
C -1.1733 0.2138 3.7881
C -1.1957 -0.4641 5.1592
C -0.1455 1.3471 3.8207
C -0.0086 -2.3903 2.7179
C 1.4122 -2.0434 3.1642
C -0.6470 -3.4155 3.6514
H -0.0452 -0.4363 -6.7698
H -1.5941 -0.7152 -5.9750
H -0.3356 -1.9447 -5.9154
H -0.1740 0.8346 -4.6464
H 1.8759 -1.4326 -4.5813
H 2.0123 0.0925 -3.7114
H 2.0222 0.0722 -5.4836
H -1.2909 -2.7478 -1.9754
H -2.3135 -2.6708 -4.8556
H -3.2516 -2.3405 -3.3988
H -2.6073 -3.9586 -3.6911
H 0.0832 -3.5230 -4.5804
H -0.0734 -4.4481 -3.0951
H 1.0182 -3.0775 -3.1424
H -2.3201 0.9655 -4.8093
H -4.4183 2.1830 -4.4278
H -5.5320 2.0142 -2.2111
H -4.5544 0.6660 -0.4333
H -4.5606 -1.8772 -0.9375
H -6.0166 -2.8446 0.7526
H -5.3389 -2.8242 3.1597
H -3.1364 -1.9514 3.7510
H -2.1631 0.6487 3.6113
H -0.2237 -0.8911 5.4050
H -1.9399 -1.2512 5.2502
H -1.4187 0.2866 5.9202
H 0.8342 0.9694 4.1250
H -0.4427 2.1063 4.5468
H -0.0261 1.8278 2.8491
H 0.0659 -2.8717 1.7362
H 1.4149 -1.5586 4.1417
H 1.9068 -1.3891 2.4455
H 2.0136 -2.9512 3.2429
H -0.6556 -3.0850 4.6891
H -0.0570 -4.3336 3.6092
H -1.6631 -3.6681 3.3544
F 4.0255 -3.6914 0.1848
C 4.1844 -3.3085 -1.0973
F 3.2886 -3.9940 -1.8317
F 5.4051 -3.7344 -1.4779
C 4.0395 -1.8208 -1.2657
C 5.1021 -1.0771 -1.7339
C 4.9734 0.2995 -1.8752
C 3.7600 0.8635 -1.5292
N 2.7282 0.1566 -1.0859
C 2.8337 -1.1669 -0.9423
S 1.4225 -2.0009 -0.3530
H 6.0311 -1.5705 -1.9836
H 5.7868 0.9097 -2.2373
H 3.5932 1.9333 -1.6015
F 5.6863 5.1858 3.7023
C 4.8337 4.3099 4.2627
F 5.5574 3.4609 5.0069
F 4.0482 5.0104 5.1027
C 4.0125 3.5976 3.2207
C 3.8353 2.2264 3.2540
C 3.0392 1.6501 2.2727
N 2.4371 2.3402 1.3132
C 2.6252 3.6577 1.2918
C 3.4000 4.3359 2.2172
H 4.3011 1.6164 4.0143
H 2.8830 0.5776 2.2596
H 2.1258 4.1971 0.4955
H 3.5234 5.4081 2.1546
C -2.1724 2.6469 0.9756
C -0.8089 3.0913 0.4565
C -0.8786 4.5495 -0.0013
C -0.3412 2.2135 -0.6964
H -2.4894 3.2660 1.8169
H -2.1741 1.6021 1.3014
H -2.9246 2.7326 0.1881
H -0.0809 3.0208 1.2706
H -1.5298 4.6393 -0.8734
H 0.1016 4.9369 -0.2846
H -1.2809 5.1932 0.7826
H 0.5544 2.6140 -1.1725
H -1.1306 2.1418 -1.4484

Forces on atoms 1 to 2 (eV/Å):
-0.65 -0.13 0.13
-0.05 -0.02 -0.03

Calculated values
- total charge = 0
- 2S+1 = 1
- LUMO level (hartree) = 0.00412
- HOMO energy (eV) = -6.58


(3)
Density functional theory data (ωB97M-V/def2-TZVPD) for a structure of composition C10H22IO4P2Ti in a non-equilibrium geometry.

Atoms and positions in Å:
C -0.7444 -1.1181 -2.5648
C -1.1956 -0.4054 -1.3508
H -0.7191 -0.4520 -3.4379
H -1.4226 -1.9465 -2.7884
H 0.2726 -1.5128 -2.4277
O -0.3862 0.4029 -0.7498
I 0.2714 -2.3056 0.7283
Ti 0.4953 0.4575 1.0490
P 2.9117 0.1931 0.5067
C 4.0100 1.5807 0.9251
C 3.5599 -1.1715 1.5023
H 4.6424 -1.2395 1.3397
H 4.3219 -0.2512 -1.4196
H 3.0710 -2.1110 1.2216
H 2.8200 -1.2361 -1.4570
H 3.7405 1.9402 1.9279
H 3.3548 -0.9760 2.5608
C 3.2387 -0.2447 -1.2337
H 5.0520 1.2334 0.9444
H 2.7640 0.4982 -1.8913
H 3.8994 2.4037 0.2084
P -2.9326 -0.3418 -0.7324
C -3.1335 1.4103 -0.3207
C -4.0598 -0.9361 -1.9897
H -2.5366 -2.1944 0.7610
H -4.1923 -1.5027 0.9680
H -2.7517 -0.6696 1.6572
C -3.1285 -1.2686 0.8152
H -3.9684 -2.0264 -2.1058
H -5.0854 -0.6972 -1.6768
H -4.1705 1.7271 -0.4596
H -2.4666 1.9903 -0.9673
H -3.8539 -0.4459 -2.9509
H -2.8158 1.5632 0.7172
C 1.0329 2.2021 0.1685
O 1.0855 3.1466 -0.5204
O 0.9372 0.7420 3.0672
C -0.2619 1.0870 3.3120
O -1.0890 1.0913 2.3385
H -0.5666 1.3833 4.3255

Forces on atoms 1 to 2 (eV/Å):
-0.24 -0.66 0.47
2.44 1.49 0.21

Calculated values
- total charge = +3
- 2S+1 = 1
- LUMO level (hartree) = -0.47518
- HOMO energy (eV) = -19.70


(4)
Density functional theory data (ωB97M-V/def2-TZVPD) for a structure of composition C15H27Br9O6S3 in a non-equilibrium geometry.

Atoms and positions in Å:
C 24.8129 -28.6476 2.3705
Br 25.3053 -28.6932 4.2732
Br 22.9030 -29.0931 2.2436
Br 25.9681 -29.8452 1.3709
H 24.9293 -27.6303 2.0277
C 20.4591 -28.5557 4.8337
Br 21.3113 -29.5567 6.2835
Br 21.4626 -26.9074 4.6286
Br 18.6095 -28.2018 5.3352
H 20.4405 -29.1636 3.9413
C 18.2807 -32.9294 4.6076
Br 17.6810 -34.5421 3.6514
Br 19.3937 -31.6860 3.6030
Br 19.2024 -33.4501 6.2703
H 17.3731 -32.4410 4.9291
C 18.5691 -22.2363 5.0690
C 19.0143 -23.6949 5.2302
C 18.6277 -24.5425 4.0373
S 18.7995 -23.3722 2.5866
O 17.5899 -23.3652 1.7807
O 20.1115 -23.5264 1.9828
C 18.9017 -21.8290 3.6416
H 18.9304 -21.5784 5.8526
H 17.4784 -22.2988 5.1617
H 18.4904 -24.1560 6.0748
H 20.0606 -23.7762 5.5361
H 17.6060 -24.9036 4.0888
H 19.3234 -25.3252 3.7534
H 18.2489 -21.0751 3.2062
H 19.9204 -21.4429 3.5995
C 14.1070 -28.6082 5.9598
C 13.2847 -27.8122 7.0046
C 14.3559 -27.1109 7.7956
S 15.5237 -28.4361 8.2406
O 14.9492 -29.0949 9.4197
O 16.8669 -27.9254 8.1813
C 15.1709 -29.4349 6.7093
H 14.6384 -27.8935 5.3319
H 13.5235 -29.3134 5.3704
H 12.5551 -28.4610 7.4842
H 12.7031 -27.1156 6.3947
H 14.0527 -26.8055 8.8002
H 14.7595 -26.2762 7.2309
H 14.9218 -30.4733 6.9144
H 16.1123 -29.4570 6.1589
C 17.0594 -28.6099 -0.6913
C 18.5120 -28.1320 -0.4031
C 18.7828 -28.6473 0.9931
S 17.3002 -28.1931 1.9507
O 17.4357 -26.8833 2.5692
O 16.8088 -29.2889 2.7807
C 16.2311 -27.9861 0.4246
H 17.0454 -29.6508 -0.3433
H 16.6688 -28.6075 -1.7021
H 18.5368 -27.0434 -0.4375
H 19.2872 -28.5692 -1.0314
H 19.7601 -28.5533 1.4743
H 18.7799 -29.7476 1.0469
H 15.9564 -26.9331 0.4258
H 15.3676 -28.5731 0.7389

Forces on atoms 1 to 2 (eV/Å):
-0.19 -0.60 0.91
-0.09 0.14 -0.66

Calculated values
- total charge = 0
- 2S+1 = 1
- LUMO level (hartree) = -0.02012
- HOMO energy (eV) = -9.86


What did the third record say?
Density functional theory data (ωB97M-V/def2-TZVPD) for a structure of composition C10H22IO4P2Ti in a non-equilibrium geometry.

Atoms and positions in Å:
C -0.7444 -1.1181 -2.5648
C -1.1956 -0.4054 -1.3508
H -0.7191 -0.4520 -3.4379
H -1.4226 -1.9465 -2.7884
H 0.2726 -1.5128 -2.4277
O -0.3862 0.4029 -0.7498
I 0.2714 -2.3056 0.7283
Ti 0.4953 0.4575 1.0490
P 2.9117 0.1931 0.5067
C 4.0100 1.5807 0.9251
C 3.5599 -1.1715 1.5023
H 4.6424 -1.2395 1.3397
H 4.3219 -0.2512 -1.4196
H 3.0710 -2.1110 1.2216
H 2.8200 -1.2361 -1.4570
H 3.7405 1.9402 1.9279
H 3.3548 -0.9760 2.5608
C 3.2387 -0.2447 -1.2337
H 5.0520 1.2334 0.9444
H 2.7640 0.4982 -1.8913
H 3.8994 2.4037 0.2084
P -2.9326 -0.3418 -0.7324
C -3.1335 1.4103 -0.3207
C -4.0598 -0.9361 -1.9897
H -2.5366 -2.1944 0.7610
H -4.1923 -1.5027 0.9680
H -2.7517 -0.6696 1.6572
C -3.1285 -1.2686 0.8152
H -3.9684 -2.0264 -2.1058
H -5.0854 -0.6972 -1.6768
H -4.1705 1.7271 -0.4596
H -2.4666 1.9903 -0.9673
H -3.8539 -0.4459 -2.9509
H -2.8158 1.5632 0.7172
C 1.0329 2.2021 0.1685
O 1.0855 3.1466 -0.5204
O 0.9372 0.7420 3.0672
C -0.2619 1.0870 3.3120
O -1.0890 1.0913 2.3385
H -0.5666 1.3833 4.3255

Forces on atoms 1 to 2 (eV/Å):
-0.24 -0.66 0.47
2.44 1.49 0.21

Calculated values
- total charge = +3
- 2S+1 = 1
- LUMO level (hartree) = -0.47518
- HOMO energy (eV) = -19.70


Among the records above, which one has the highest HOMO energy?
C40H52F6N3P2STl